(1)
99
Properties=species:S:1:pos:R:3:mulliken_charge:R:1 method="wB97M-V/def2-TZVPD" multiplicity=1 fmax_ev_per_a=3.411 charge=+2 de_lowest_kcal_mol=44.88 homo_energy_ev=-13.137 orbital_gap_ev=8.46 energy_ev=-167963.1126
Cd -15.953 13.720 6.043 1.64
C -16.473 17.321 5.490 -0.71
C -17.342 17.000 4.254 -1.36
S -17.890 15.293 4.130 0.31
C -17.551 14.837 2.396 -1.06
C -16.177 14.905 1.806 -1.00
S -15.037 13.922 2.865 0.21
C -13.796 15.171 3.306 -0.87
C -14.256 16.465 3.958 -0.98
S -15.043 16.268 5.515 -0.02
H -16.095 18.322 5.515 0.62
H -16.948 17.061 6.375 0.01
H -18.193 17.654 4.375 0.68
H -16.854 17.283 3.320 0.69
H -18.042 13.855 2.285 0.25
H -18.286 15.367 1.841 0.76
H -16.185 14.531 0.796 0.54
H -15.765 15.901 1.781 0.40
H -13.176 14.604 3.957 0.07
H -13.285 15.506 2.390 0.61
H -13.317 17.015 4.112 0.57
H -14.922 17.082 3.254 0.49
C -13.892 16.571 10.262 -1.80
C -14.132 15.110 9.956 1.00
C -14.137 14.090 10.911 -0.63
C -14.461 12.871 10.492 -0.74
C -14.831 12.562 9.188 -0.43
Br -15.308 10.802 8.695 -0.01
N -14.894 13.518 8.288 0.69
C -14.526 14.762 8.687 -0.55
H -12.963 16.816 10.710 0.43
H -14.643 16.872 11.032 0.36
H -14.021 17.155 9.401 0.42
H -13.832 14.292 12.007 0.35
H -14.495 12.038 11.129 0.67
H -14.512 15.480 7.847 0.25
C -19.380 7.518 2.928 -1.12
C -19.566 8.998 2.723 -1.02
C -18.923 9.883 3.686 -0.37
N -17.451 9.737 3.684 0.16
C -16.575 10.628 4.046 -0.17
S -17.304 11.946 4.807 -0.28
N -15.199 10.513 4.009 0.50
C -14.517 9.521 3.296 0.67
O -15.102 8.514 2.893 -0.71
C -13.099 9.813 3.137 0.01
C -12.267 8.736 2.797 -0.54
C -10.939 8.953 2.421 -0.70
C -10.428 10.213 2.434 -0.48
C -11.220 11.299 2.785 -0.87
C -12.558 11.109 3.096 1.00
H -19.959 6.976 2.206 0.39
H -19.634 7.215 3.907 0.30
H -18.297 7.277 2.745 0.29
H -20.589 9.243 2.660 0.45
H -19.153 9.224 1.744 0.34
H -19.294 9.646 4.706 0.28
H -19.243 10.874 3.465 0.43
H -17.114 8.943 3.162 0.33
H -14.671 11.303 4.408 -0.58
H -12.519 7.687 2.907 0.42
H -10.332 8.077 2.286 0.41
H -9.419 10.398 1.993 0.36
H -10.803 12.300 2.809 0.45
H -13.192 11.966 3.245 0.04
C -10.653 12.496 7.448 -1.00
N -11.864 12.047 6.749 0.40
C -12.015 10.585 6.818 -0.80
C -12.715 12.885 6.290 -1.05
O -13.777 12.660 5.632 0.25
H -9.838 11.851 7.161 0.36
H -10.879 12.450 8.513 0.36
H -10.311 13.471 7.186 0.37
H -12.594 10.232 5.987 0.19
H -12.409 10.299 7.801 0.27
H -11.010 10.147 6.667 0.36
H -12.402 13.935 6.445 0.39
C -17.879 13.531 9.053 -0.30
N -19.140 13.506 9.729 0.21
C -19.647 14.886 9.856 -0.82
N -19.867 15.489 8.548 0.13
C -18.617 15.453 7.777 -1.16
N -18.038 14.112 7.591 0.92
C -19.115 13.331 6.942 -0.71
N -20.341 13.250 7.675 0.28
C -20.100 12.676 8.974 -0.76
C -20.854 14.622 7.834 -0.74
H -17.538 12.472 8.898 -0.16
H -17.087 14.200 9.542 0.08
H -18.913 15.359 10.472 0.38
H -20.599 14.759 10.369 0.37
H -17.882 16.179 8.234 0.12
H -18.877 15.774 6.768 0.48
H -18.722 12.274 6.782 0.23
H -19.307 13.802 5.962 0.05
H -19.853 11.658 8.872 0.33
H -21.003 12.690 9.566 0.39
H -21.776 14.740 8.397 0.34
H -21.038 15.033 6.872 0.37

(2)
95
Properties=species:S:1:pos:R:3:mulliken_charge:R:1 method="wB97M-V/def2-TZVPD" multiplicity=1 fmax_ev_per_a=0.744 charge=+1 de_lowest_kcal_mol=33.71 homo_energy_ev=-7.656 orbital_gap_ev=5.41 energy_ev=-77191.4585
Ca -1.362 0.664 -0.668 2.42
C 0.130 4.953 -0.767 -2.04
C -0.068 3.495 -0.477 -0.08
N -0.285 2.634 -1.406 0.67
C -0.454 2.945 -2.817 -1.04
C -0.622 1.648 -3.623 -0.76
N -1.770 0.865 -3.146 -0.19
C -1.973 -0.490 -3.694 -1.05
C -1.145 -1.607 -3.028 -0.78
N -1.105 -1.539 -1.573 0.17
C -2.112 -2.231 -0.737 -1.16
C -2.259 -1.511 0.618 -1.61
N -0.938 -1.118 1.126 2.11
C -0.856 -0.316 2.340 -0.47
C -1.016 -1.045 3.647 -1.62
C -0.548 1.022 2.281 0.20
C -0.364 1.890 3.443 -1.53
C -0.013 3.188 3.305 -1.12
C 0.153 3.803 2.019 -1.00
C -0.075 2.989 0.942 0.98
N -0.381 1.686 1.059 0.78
H 0.731 5.087 -1.668 0.39
H 0.606 5.480 0.051 0.51
H -0.840 5.423 -0.951 0.31
H 0.398 3.504 -3.223 0.51
H -1.334 3.587 -2.950 0.52
H 0.274 1.035 -3.502 0.16
H -0.706 1.898 -4.688 0.48
H -2.619 1.398 -3.295 0.22
H -1.777 -0.525 -4.773 0.44
H -3.035 -0.712 -3.564 0.42
H -0.112 -1.539 -3.376 0.29
H -1.536 -2.561 -3.401 0.42
H -0.208 -1.848 -1.186 -0.23
H -1.791 -3.260 -0.563 0.60
H -3.078 -2.260 -1.251 0.78
H -2.868 -2.115 1.282 0.57
H -2.887 -0.610 0.512 0.89
H -2.055 -1.331 3.837 0.14
H -0.696 -0.456 4.503 0.58
H -0.422 -1.961 3.648 0.18
H -0.507 1.495 4.438 0.34
H 0.125 3.792 4.194 0.46
H 0.381 4.854 1.940 0.44
C -5.408 2.996 -0.425 -1.45
C -4.759 1.663 -0.624 0.55
C -5.645 0.484 -0.886 -0.98
O -3.547 1.537 -0.558 -0.77
H -6.253 2.911 0.258 0.40
H -5.812 3.338 -1.381 0.36
H -4.686 3.718 -0.052 0.31
H -6.414 0.725 -1.620 0.40
H -6.166 0.235 0.043 0.35
H -5.060 -0.376 -1.206 0.11
C -2.238 -4.009 2.313 -1.13
C -0.748 -4.212 2.153 2.23
C -0.324 -5.442 2.670 -0.95
C 0.970 -5.910 2.608 -1.36
C 1.901 -5.085 2.005 -0.44
C 1.541 -3.847 1.509 0.35
C 2.637 -2.988 0.969 -0.59
C 0.206 -3.330 1.545 -1.74
N 0.134 -2.079 0.920 -0.17
H -2.648 -4.853 2.863 0.50
H -2.768 -3.993 1.359 0.23
H -2.501 -3.115 2.876 0.08
H -1.073 -6.070 3.138 0.36
H 1.239 -6.874 3.017 0.37
H 2.938 -5.393 1.934 0.38
H 3.595 -3.508 1.021 0.43
H 2.694 -2.075 1.575 0.03
H 2.457 -2.683 -0.066 -0.05
C 4.606 -0.160 0.505 -0.59
N 3.347 0.675 0.762 0.48
C 3.657 2.115 0.371 -0.60
N 4.102 2.193 -0.983 0.18
C 5.283 1.355 -1.175 -0.97
N 5.029 -0.043 -0.849 0.16
C 4.095 -0.686 -1.786 -0.88
P 2.418 0.116 -1.804 0.32
C 2.139 0.188 0.007 0.31
C 3.052 1.861 -1.955 -0.62
H 4.370 -1.187 0.759 0.23
H 5.368 0.233 1.179 0.38
H 3.121 0.637 1.758 0.48
H 4.443 2.461 1.044 0.36
H 2.745 2.692 0.534 0.17
H 6.082 1.722 -0.528 0.35
H 5.610 1.431 -2.211 0.40
H 3.995 -1.739 -1.519 0.43
H 4.523 -0.649 -2.789 0.45
H 1.767 -0.768 0.416 -0.76
H 1.343 0.908 0.218 0.05
H 2.214 2.546 -1.812 0.01
H 3.449 2.032 -2.958 0.54

(3)
100
Properties=species:S:1:pos:R:3:mulliken_spin:R:1 method="wB97M-V/def2-TZVPD" multiplicity=2 fmax_ev_per_a=1.027 charge=+2 de_lowest_kcal_mol=0.00 homo_energy_ev="-12.608 / -12.684" orbital_gap_ev="7.00 / 5.77" energy_ev=-173744.0670
Ta 0.634 -0.966 -0.352 0.08
O 6.149 -1.032 -4.925 0.00
C 6.007 0.066 -4.057 0.00
C 4.814 -0.164 -3.176 0.00
C 4.299 0.853 -2.383 0.01
C 3.202 0.597 -1.591 0.00
N 2.601 -0.600 -1.544 -0.01
C 3.108 -1.597 -2.288 0.02
C 4.199 -1.408 -3.119 0.00
C 2.419 -2.903 -2.170 -0.01
C 2.928 -4.060 -2.733 0.00
C 2.247 -5.260 -2.593 0.00
C 2.776 -6.520 -3.234 0.00
O 4.146 -6.444 -3.544 0.00
C 1.056 -5.246 -1.876 0.00
C 0.612 -4.062 -1.334 0.00
N 1.273 -2.900 -1.466 0.00
H 6.958 -0.940 -5.439 0.00
H 5.866 1.004 -4.606 0.00
H 6.885 0.191 -3.412 0.00
H 4.735 1.844 -2.383 0.00
H 2.770 1.374 -0.977 -0.01
H 4.580 -2.206 -3.736 0.00
H 3.864 -4.054 -3.272 0.00
H 2.247 -6.656 -4.181 0.00
H 2.534 -7.383 -2.610 0.00
H 4.670 -6.725 -2.787 0.00
H 0.476 -6.147 -1.729 0.00
H -0.309 -4.024 -0.772 0.00
C -2.347 -0.309 -2.932 0.00
C -0.874 -0.170 -3.145 0.00
O -0.029 -0.570 -2.299 0.00
N -0.458 0.344 -4.284 0.00
C 0.937 0.653 -4.576 0.00
C 1.276 2.075 -4.177 0.00
C 1.989 2.912 -5.019 0.00
C 2.293 4.192 -4.575 0.00
C 1.866 4.583 -3.319 0.00
C 1.144 3.675 -2.556 0.00
N 0.854 2.444 -2.968 0.00
H -2.560 -0.522 -1.890 0.00
H -2.723 -1.135 -3.540 0.00
H -2.859 0.603 -3.239 0.00
H -1.162 0.673 -4.929 0.00
H 1.128 0.476 -5.632 0.00
H 1.548 -0.043 -4.001 0.00
H 2.294 2.576 -6.002 0.00
H 2.843 4.876 -5.209 0.00
H 2.075 5.574 -2.939 0.00
H 0.779 3.945 -1.571 0.00
S -0.569 -0.143 3.830 0.01
Sb 1.250 0.386 2.680 0.01
S 1.967 -1.692 1.356 0.02
S 0.444 1.272 0.279 0.17
C 0.861 4.687 2.578 0.00
C 0.231 4.931 3.949 0.00
C -1.286 4.756 4.016 0.00
C -1.787 3.333 3.798 0.00
N -1.783 3.002 2.362 0.01
C -2.443 2.095 1.663 -0.01
S -2.133 2.057 -0.066 0.65
N -3.335 1.225 2.107 0.04
C -3.883 1.016 3.454 0.00
C -5.101 1.886 3.729 0.00
C -5.684 1.634 5.118 0.00
C -4.785 2.117 6.252 0.00
H 1.887 5.052 2.553 0.00
H 0.314 5.212 1.788 0.00
H 0.902 3.624 2.320 0.00
H 0.465 5.947 4.270 0.00
H 0.695 4.271 4.687 0.00
H -1.785 5.426 3.309 0.00
H -1.623 5.060 5.009 0.00
H -2.800 3.241 4.177 0.00
H -1.160 2.617 4.335 0.00
H -1.148 3.549 1.797 0.01
H -3.676 0.605 1.387 -0.01
H -3.088 1.149 4.181 0.00
H -4.165 -0.037 3.504 0.00
H -5.852 1.690 2.960 0.00
H -4.834 2.945 3.630 0.00
H -5.890 0.566 5.235 0.00
H -6.650 2.135 5.184 0.00
H -3.839 1.572 6.293 0.00
H -5.272 1.983 7.217 0.00
H -4.560 3.181 6.146 0.00
C -2.322 -5.067 0.923 0.00
Si -1.775 -3.599 1.936 0.00
C -0.141 -3.908 2.767 0.00
C -3.099 -2.934 3.065 0.00
Se -1.489 -1.818 0.396 0.04
H -2.741 -5.815 1.602 0.00
H -1.479 -5.530 0.407 0.00
H -3.089 -4.824 0.187 0.00
H -0.223 -4.737 3.476 0.00
H 0.190 -3.023 3.308 0.00
H 0.625 -4.168 2.033 0.00
H -3.587 -3.755 3.597 0.00
H -3.870 -2.395 2.511 0.00
H -2.648 -2.261 3.795 0.00

(4)
101
Properties=species:S:1:pos:R:3:mulliken_charge:R:1 method="wB97M-V/def2-TZVPD" multiplicity=1 fmax_ev_per_a=4.162 de_lowest_kcal_mol=57.83 homo_energy_ev=-8.888 orbital_gap_ev=8.20 smiles="CCOCc1ccc2nc([C@@H](C)F)c([C@@H](I)CC)nc2c1.CCOC(=O)OC.CCOC(=O)OC.CCOC(=O)OC.CCOC(=O)OC" energy_ev=-74441.8015
C -1.624 6.976 -2.851 -1.08
C -3.064 6.291 -2.789 -0.12
O -3.556 6.025 -4.121 -0.37
C -4.962 6.365 -4.171 -0.98
C -5.771 5.420 -3.216 0.65
C -6.389 5.833 -1.915 -0.58
C -7.070 4.844 -1.118 -0.35
C -7.204 3.399 -1.516 0.26
N -7.855 2.566 -0.616 -0.55
C -7.897 1.321 -1.141 0.09
C -8.580 0.213 -0.240 0.50
C -7.519 -0.717 0.475 -1.06
F -9.244 0.898 0.827 -0.35
C -7.370 0.879 -2.473 0.86
C -7.532 -0.607 -2.978 -0.95
I -9.609 -1.030 -3.567 0.15
C -6.692 -0.752 -4.333 -0.50
C -6.810 -2.190 -4.984 -1.11
N -6.730 1.729 -3.308 -0.32
C -6.632 3.022 -2.814 -0.08
C -5.930 4.043 -3.627 -0.44
H -1.432 7.419 -1.838 0.31
H -1.704 7.767 -3.647 0.33
H -0.892 6.170 -3.105 0.23
H -3.763 7.055 -2.333 0.22
H -3.025 5.373 -2.139 0.30
H -5.293 6.111 -5.217 0.40
H -5.116 7.457 -3.971 0.37
H -6.305 6.904 -1.594 0.34
H -7.521 5.187 -0.151 0.38
H -9.383 -0.349 -0.778 0.06
H -6.876 -0.025 1.092 0.32
H -8.068 -1.356 1.226 0.29
H -6.917 -1.337 -0.231 0.30
H -7.136 -1.355 -2.250 0.34
H -5.644 -0.378 -4.233 0.40
H -7.202 -0.045 -5.053 0.40
H -5.867 -2.351 -5.584 0.33
H -6.871 -3.024 -4.238 0.27
H -7.659 -2.223 -5.725 0.33
H -5.482 3.730 -4.597 0.39
C 2.018 1.553 -0.510 -0.52
C 2.310 3.029 -0.693 -0.25
O 1.106 3.806 -0.698 -0.33
C 0.521 3.971 0.494 0.71
O 0.919 3.536 1.546 -0.57
O -0.596 4.685 0.313 -0.23
C -1.376 4.842 1.499 -0.72
H 1.314 1.205 -1.269 0.40
H 2.937 0.967 -0.580 0.01
H 1.563 1.356 0.458 0.04
H 2.783 3.185 -1.663 0.31
H 3.001 3.402 0.067 0.31
H -0.784 5.272 2.307 0.32
H -1.795 3.881 1.800 0.32
H -2.195 5.521 1.269 0.22
C 2.970 -4.723 2.429 -1.19
C 4.185 -3.928 2.867 -0.19
O 4.157 -2.593 2.342 -0.27
C 3.284 -1.756 2.922 0.67
O 2.543 -2.023 3.832 -0.58
O 3.368 -0.577 2.294 -0.20
C 2.411 0.387 2.740 -0.74
H 2.881 -4.716 1.340 0.30
H 3.043 -5.755 2.774 0.38
H 2.050 -4.294 2.827 0.32
H 5.084 -4.399 2.467 0.27
H 4.286 -3.909 3.954 0.36
H 2.471 0.535 3.819 0.42
H 1.407 0.074 2.452 0.35
H 2.635 1.331 2.249 0.11
C 8.096 -0.301 -4.457 -1.10
C 6.606 -0.034 -4.556 -0.16
O 5.853 -0.928 -3.728 -0.36
C 5.903 -0.681 -2.411 0.75
O 6.509 0.216 -1.881 -0.56
O 5.180 -1.617 -1.787 -0.36
C 5.237 -1.532 -0.359 -0.42
H 8.312 -1.346 -4.687 0.29
H 8.647 0.339 -5.148 0.36
H 8.467 -0.113 -3.449 0.31
H 6.276 -0.213 -5.581 0.29
H 6.364 1.004 -4.315 0.30
H 4.946 -0.542 -0.010 0.18
H 6.240 -1.783 -0.011 0.30
H 4.538 -2.258 0.046 0.16
C 7.569 -9.057 5.947 -1.09
C 7.832 -7.573 5.778 -0.19
O 6.614 -6.816 5.787 -0.30
C 6.030 -6.671 6.984 0.70
O 6.438 -7.107 8.029 -0.56
O 4.900 -5.975 6.810 -0.25
C 4.120 -5.840 7.999 -0.67
H 6.868 -9.409 5.187 0.28
H 8.498 -9.623 5.865 0.36
H 7.122 -9.274 6.918 0.32
H 8.296 -7.398 4.807 0.28
H 8.520 -7.195 6.538 0.31
H 4.707 -5.406 8.808 0.31
H 3.719 -6.811 8.294 0.30
H 3.289 -5.173 7.776 0.21

(5)
101
Properties=species:S:1:pos:R:3:mulliken_charge:R:1 method="wB97M-V/def2-TZVPD" multiplicity=1 fmax_ev_per_a=0.441 charge=+1 de_lowest_kcal_mol=0.00 homo_energy_ev=-11.550 orbital_gap_ev=8.86 energy_ev=-88178.6295
C -3.596 -1.687 -2.068 -1.27
C -3.952 -1.623 -0.595 0.24
O -5.277 -1.183 -0.384 -0.57
C -3.027 -0.690 0.225 -0.55
P -1.263 -1.081 0.109 0.57
C -0.546 -1.416 1.726 -0.74
C 0.695 -2.359 1.777 -0.72
C 1.296 -2.796 0.446 -1.13
I 3.211 -3.665 0.735 0.07
C -0.341 0.199 -0.791 -0.02
C -0.763 1.645 -0.608 0.01
O -0.850 2.408 -1.501 -0.47
I -1.193 2.303 1.380 0.04
H -2.681 -2.254 -2.260 0.38
H -4.402 -2.189 -2.604 0.38
H -3.486 -0.679 -2.489 0.34
H -3.923 -2.623 -0.157 0.10
H -5.436 -0.320 -0.791 0.38
H -3.207 0.342 -0.092 0.32
H -3.286 -0.761 1.284 0.53
H -1.152 -2.244 -0.645 -0.07
H -0.297 -0.443 2.153 0.27
H -1.371 -1.824 2.317 0.59
H 0.403 -3.257 2.326 0.31
H 1.464 -1.865 2.373 0.58
H 0.719 -3.578 -0.035 0.30
H 1.462 -1.971 -0.251 0.58
H 0.725 0.105 -0.549 0.07
H -0.458 0.005 -1.863 0.55
O 5.216 4.881 -2.990 -0.56
C 4.174 4.293 -3.025 0.52
O 3.584 3.824 -1.901 -0.28
C 2.431 3.047 -2.206 -0.14
C 1.985 3.520 -3.590 -0.43
C 3.322 3.910 -4.223 -0.63
H 2.727 1.995 -2.187 0.09
H 1.686 3.226 -1.434 0.13
H 1.427 2.766 -4.140 0.31
H 1.354 4.403 -3.490 0.32
H 3.808 3.063 -4.714 0.26
H 3.274 4.735 -4.928 0.37
O 3.989 1.115 -0.083 -0.59
C 4.981 1.631 0.370 0.36
O 5.481 1.280 1.569 -0.39
C 6.597 2.138 1.914 -0.41
C 7.109 2.678 0.584 -0.45
C 5.823 2.738 -0.225 0.08
H 6.222 2.938 2.554 0.26
H 7.318 1.542 2.467 0.34
H 7.603 3.638 0.693 0.11
H 7.812 1.975 0.134 0.31
H 5.276 3.670 -0.078 0.05
H 5.957 2.580 -1.291 0.31
O -1.753 -4.245 0.005 -0.60
C -1.549 -5.201 0.724 0.30
O -0.322 -5.724 0.818 -0.33
C -0.345 -6.920 1.644 -0.50
C -1.592 -6.764 2.506 -0.60
C -2.514 -5.978 1.578 -0.08
H -0.405 -7.778 0.975 0.27
H 0.590 -6.958 2.194 0.36
H -2.010 -7.714 2.825 0.34
H -1.356 -6.173 3.392 0.29
H -3.090 -6.644 0.930 0.08
H -3.202 -5.306 2.086 0.39
O -6.836 2.794 -0.244 -0.56
C -6.193 3.771 0.011 0.39
O -6.718 5.013 0.028 -0.36
C -5.689 5.995 0.252 -0.44
C -4.555 5.235 0.938 -0.57
C -4.712 3.846 0.327 0.11
H -5.389 6.402 -0.716 0.25
H -6.116 6.792 0.853 0.33
H -3.580 5.692 0.783 0.34
H -4.744 5.190 2.011 0.29
H -4.160 3.738 -0.610 0.08
H -4.444 3.031 0.995 0.13
O -4.359 -8.414 1.664 -0.57
C -5.448 -8.512 1.167 0.50
O -5.658 -8.221 -0.133 -0.35
C -7.062 -8.329 -0.454 -0.40
C -7.641 -9.250 0.615 -0.50
C -6.751 -8.930 1.814 -0.41
H -7.494 -7.328 -0.417 0.26
H -7.141 -8.713 -1.467 0.30
H -8.701 -9.081 0.785 0.33
H -7.503 -10.290 0.321 0.27
H -7.121 -8.084 2.396 0.25
H -6.581 -9.765 2.489 0.33
O 6.716 5.723 1.813 -0.60
C 7.269 6.372 0.969 0.48
O 8.508 6.875 1.156 -0.38
C 8.898 7.686 0.031 -0.46
C 8.031 7.202 -1.127 -0.56
C 6.760 6.767 -0.404 0.47
H 8.704 8.730 0.285 0.26
H 9.965 7.552 -0.121 0.34
H 7.879 7.965 -1.886 0.36
H 8.496 6.338 -1.604 0.25
H 6.054 7.590 -0.270 0.33
H 6.242 5.936 -0.877 -0.43